Below is C34H39ClFeN10O5SeTe as an isolated structure, with properties calculated with wB97M-V/def2-TZVPD.

Each line ends with the Löwdin charge.
Positions of all 92 atoms, in Å:
Fe  -0.6148  0.4374  0.7428  0.088
O  3.5358  0.3110  6.2150  -0.078
C  3.9976  0.1567  5.0588  -0.704
O  5.1059  -0.2618  4.6900  -0.041
C  2.9746  0.4453  3.9350  -0.119
C  1.8966  1.2879  4.1744  -0.013
C  0.9062  1.4309  3.2214  -0.112
N  0.9128  0.7518  2.0698  0.054
C  1.9686  -0.0336  1.8120  -0.156
C  3.0243  -0.1838  2.6988  0.054
C  1.8694  -0.8638  0.5438  -0.594
O  2.8273  -1.5402  0.1878  0.030
O  0.7184  -0.8173  -0.0220  -0.221
H  1.8261  1.7871  5.1318  0.109
H  0.0588  2.0796  3.3855  0.068
H  3.8456  -0.8398  2.4465  0.127
C  -4.3448  5.8669  1.2644  -0.076
C  -5.0893  4.7229  0.5860  -0.409
C  -4.4872  4.3887  -0.7754  -0.064
C  -5.1492  3.4910  1.4888  -0.117
N  -3.8538  2.8724  1.7181  -0.089
C  -3.1868  2.0121  0.9523  -0.176
N  -2.0591  1.7189  1.5588  -0.012
N  -2.0537  2.4298  2.7059  0.003
N  -3.1242  3.1225  2.8158  0.071
H  -4.3530  6.7539  0.6287  0.078
H  -3.3014  5.5987  1.4305  0.060
H  -4.7983  6.1223  2.2256  0.073
H  -6.1359  5.0201  0.4467  0.128
H  -3.4172  4.1821  -0.7023  0.056
H  -4.5927  5.2347  -1.4559  0.082
H  -4.9720  3.5218  -1.2320  0.085
H  -5.7907  2.7285  1.0454  0.128
H  -5.5402  3.7501  2.4726  0.120
H  -3.4841  1.6067  -0.0073  -0.011
C  -2.9971  -5.0573  6.6491  -0.056
C  -1.8456  -4.1130  7.0287  -0.518
C  -2.3912  -3.0224  7.9556  -0.048
C  -0.8181  -4.9467  7.8112  -0.047
C  -1.1652  -3.5189  5.7400  -0.432
O  -0.6974  -4.6438  5.0148  -0.010
C  -0.0034  -2.5764  6.1263  -0.089
C  1.0551  -2.2110  5.0763  -0.105
C  2.0209  -3.3141  4.7128  -0.199
C  2.7204  -4.0061  5.6984  -0.023
C  3.6310  -4.9972  5.3741  -0.109
C  3.8605  -5.2905  4.0405  -0.667
Cl  5.0050  -6.5508  3.6274  0.604
C  3.2176  -4.5948  3.0357  -0.086
C  2.3018  -3.6109  3.3835  -0.018
C  -2.2368  -2.7713  4.9198  -0.046
N  -1.7742  -2.3004  3.6301  -0.102
C  -1.7324  -1.0507  3.1560  -0.099
N  -1.1823  -1.0494  1.9604  0.015
C  -0.8792  -2.3540  1.7368  -0.161
N  -1.2161  -3.1421  2.7341  0.124
H  -3.3254  -5.6011  7.5377  0.078
H  -2.6712  -5.7782  5.9007  0.090
H  -3.8682  -4.5228  6.2655  0.072
H  -2.8118  -3.4904  8.8495  0.084
H  -3.1904  -2.4417  7.4904  0.078
H  -1.6082  -2.3359  8.2796  0.082
H  -1.3367  -5.5402  8.5681  0.079
H  -0.0911  -4.3245  8.3322  0.077
H  -0.2827  -5.6229  7.1454  0.091
H  -0.5629  -4.3827  4.0886  0.068
H  0.5341  -3.0382  6.9521  0.092
H  -0.4236  -1.6479  6.5239  0.122
H  1.6491  -1.4037  5.5118  0.113
H  0.6216  -1.7970  4.1641  0.097
H  2.5756  -3.7535  6.7418  0.116
H  4.1758  -5.5255  6.1449  0.097
H  3.4317  -4.8008  1.9962  0.109
H  1.8150  -3.0521  2.5940  0.101
H  -2.5605  -1.8875  5.4676  0.129
H  -3.0960  -3.4180  4.7534  0.123
H  -2.0756  -0.1850  3.6996  0.133
H  -0.4260  -2.6843  0.8171  0.122
Se  -0.2270  0.9961  -2.1334  0.810
N  0.0550  1.8338  -0.5588  -0.332
C  -0.4430  3.1097  -0.7415  -0.383
C  -0.4567  4.1036  0.2365  -0.069
C  -0.8881  5.3905  -0.0781  -0.160
C  -1.3135  5.6969  -1.3678  -0.169
C  -1.3162  4.7198  -2.3572  -0.082
C  -0.8739  3.4227  -2.0720  -0.425
N  -0.7494  2.4281  -3.0037  -0.316
H  -0.0927  3.8671  1.2297  0.093
H  -0.8745  6.1608  0.6857  0.083
H  -1.6422  6.7041  -1.6027  0.081
H  -1.6332  4.9472  -3.3686  0.094
Te  -2.3322  -0.4380  -1.2279  0.271

Atoms 1-3, force components in eV/Å:
0.142 0.005 0.509
0.036 0.104 -0.049
-0.147 -0.369 -0.003

Computed properties:
Highest occupied orbital energy (eV): -1.21
DFT total energy (Ha): -6636.279500
Gap between HOMO and LUMO (eV): 4.71
Net charge: -2

---

Below is C34H39IN5O6PW as an isolated structure at a distorted geometry, with properties calculated with wB97M-V/def2-TZVPD.

Each line ends with the Löwdin charge.
Positions of all 87 atoms, in Å:
W  0.1628  0.2908  0.4773  1.895
O  1.3114  2.0911  1.6492  -0.228
C  2.0113  1.9584  2.9159  -0.144
C  1.1192  1.6700  4.1066  -0.099
N  0.4304  0.3827  4.0440  -0.165
C  1.1818  -0.7810  4.2628  -0.053
C  1.6794  -1.5470  3.0223  -0.098
O  2.2080  -2.4921  2.6997  0.336
O  1.2594  -0.4996  1.5838  -0.340
C  -0.9960  0.3910  4.2419  -0.031
C  -1.7752  0.8135  3.0029  -0.419
O  -2.8714  1.2220  2.9170  0.224
O  -0.9633  0.7040  1.8459  -0.336
H  0.8902  2.9628  1.5983  0.024
H  2.5642  2.8826  3.0879  0.154
H  2.7417  1.1634  2.7648  0.118
H  0.3655  2.4540  4.2015  0.151
H  1.7444  1.7371  5.0051  0.155
H  0.6403  -1.5517  4.8217  0.171
H  2.1113  -0.6001  4.8197  0.177
H  -1.3047  1.0641  5.0475  0.166
H  -1.3651  -0.5997  4.5168  0.144
N  -0.8474  -2.7298  0.4431  -0.069
P  -1.7878  -1.3827  0.0686  0.994
C  -2.3673  -1.4105  -1.6051  -0.352
C  -1.7588  -0.6393  -2.6010  -0.107
C  -2.1897  -0.7396  -3.9109  -0.036
C  -3.2230  -1.6155  -4.2316  -0.004
C  -3.8251  -2.3927  -3.2496  -0.015
C  -3.4058  -2.2942  -1.9331  -0.054
C  -3.1177  -1.4444  1.2292  -0.360
C  -4.3561  -0.8791  0.8955  -0.074
C  -5.3932  -0.9073  1.8123  -0.008
C  -5.2052  -1.4958  3.0564  0.008
C  -3.9788  -2.0625  3.3936  -0.028
C  -2.9300  -2.0291  2.4926  -0.098
C  0.3077  -2.8251  -0.3229  -0.367
C  0.8698  -4.0504  -0.6533  0.044
C  1.9668  -4.0712  -1.4855  0.032
C  2.4492  -2.8620  -1.9877  0.004
C  1.8524  -1.6940  -1.5962  -0.083
N  0.8047  -1.6450  -0.7366  -0.025
H  -1.3175  -3.6057  0.6460  0.143
H  -0.9467  0.0414  -2.3598  0.077
H  -1.7277  -0.1462  -4.6884  0.123
H  -3.5589  -1.6942  -5.2574  0.135
H  -4.6237  -3.0743  -3.5099  0.134
H  -3.8808  -2.9022  -1.1726  0.124
H  -4.5224  -0.4502  -0.0848  0.111
H  -6.3539  -0.4827  1.5541  0.135
H  -6.0223  -1.5248  3.7656  0.138
H  -3.8536  -2.5439  4.3547  0.131
H  -1.9831  -2.4831  2.7597  0.105
H  0.4291  -4.9642  -0.2765  0.143
H  2.4246  -5.0114  -1.7654  0.146
H  3.2777  -2.8328  -2.6812  0.132
H  2.2012  -0.7629  -1.9994  0.085
I  0.9489  4.3661  -0.7076  1.218
C  -0.8072  3.2723  -1.0164  -0.691
C  -1.7480  3.9382  -1.7842  -0.102
C  -3.0521  3.4713  -1.8381  0.028
C  -3.3866  2.3818  -1.0553  0.009
C  -2.3934  1.7614  -0.3339  -0.151
N  -1.0863  2.1248  -0.3471  -0.087
H  -1.4719  4.8498  -2.2955  0.111
H  -3.7960  3.9928  -2.4272  0.147
H  -4.4051  2.0273  -0.9798  0.135
H  -2.6649  0.9699  0.3424  0.049
O  1.3527  0.9723  -0.9074  -0.276
C  2.5383  1.4036  -1.2961  -0.436
C  3.7405  1.3104  -0.4250  -0.063
C  4.9179  0.4734  -1.0188  -0.123
C  4.9157  0.2381  -2.5295  -0.183
C  4.9335  1.4897  -3.4023  -0.133
C  3.8736  2.5223  -3.0126  -0.095
N  2.6286  1.8986  -2.4874  0.139
H  3.4368  0.9054  0.5348  0.100
H  4.0603  2.3418  -0.2458  0.144
H  4.9130  -0.4988  -0.5252  0.119
H  5.8456  0.9627  -0.7228  0.135
H  4.0572  -0.3815  -2.8088  0.087
H  5.7923  -0.3625  -2.7717  0.137
H  4.8003  1.1966  -4.4434  0.130
H  5.9028  1.9861  -3.3416  0.138
H  3.5767  3.1341  -3.8607  0.143
H  4.2361  3.1962  -2.2364  0.130
H  1.7883  1.9465  -3.0523  0.178

Atoms 1-3, force components in eV/Å:
1.296 -0.207 0.547
-0.209 -0.183 -0.070
0.077 -0.032 -0.048

Computed properties:
Highest occupied orbital energy (eV): -19.47
DFT total energy (Ha): -2749.018660
ΔE to the lowest compared entry with this formula, charge and spin (kcal/mol): 0.0
Gap between HOMO and LUMO (eV): 6.37
Net charge: +4

---

Below is C34H39MnN5O as an isolated structure at a distorted geometry, with properties calculated with wB97M-V/def2-TZVPD.

Each line ends with the Löwdin charge.
Positions of all 80 atoms, in Å:
Mn  -0.0268  0.1161  0.5171  0.712
N  1.6814  -0.7250  4.7942  0.060
N  1.8865  2.7029  -0.1730  -0.031
C  -2.2129  -0.2767  -0.2841  -0.261
C  -2.2006  0.5766  0.8862  -0.293
C  -1.8526  -0.2537  1.9975  -0.310
C  -1.8785  0.1332  3.4083  -0.044
H  -2.1153  1.1734  3.6053  0.080
H  -0.5574  0.0636  3.9471  -0.028
H  -2.2747  -0.6144  4.0985  0.090
C  -1.5185  -1.5517  1.5168  -0.264
C  -1.1272  -2.6984  2.3762  -0.059
H  -2.0124  -3.1540  2.8267  0.088
H  -0.4834  -2.4061  3.2169  0.068
H  -0.6080  -3.4915  1.8209  0.072
C  -1.8067  -1.5905  0.1224  -0.276
C  -1.8450  -2.8456  -0.6617  -0.060
H  -1.0825  -3.5661  -0.3378  0.063
H  -1.7120  -2.6809  -1.7367  0.070
H  -2.8165  -3.3393  -0.5105  0.085
C  -2.7146  1.9740  0.9935  -0.046
H  -3.8000  1.9869  1.1833  0.081
H  -2.5410  2.5584  0.0801  0.050
H  -2.2383  2.5218  1.8191  0.077
C  -2.8252  0.0733  -1.5922  -0.042
H  -2.3484  -0.4711  -2.4178  0.070
H  -2.7239  1.1415  -1.8193  0.065
H  -3.9028  -0.1606  -1.6273  0.086
C  2.8652  -1.0109  5.2668  -0.218
H  2.8918  -1.4217  6.2733  0.084
C  4.0548  -0.8322  4.5246  -0.136
H  4.9993  -1.1278  4.9956  0.078
C  3.9570  -0.3110  3.2219  -0.100
H  4.8962  -0.1273  2.6783  0.101
C  2.6903  -0.0382  2.6852  -0.048
H  2.5219  0.4308  1.7114  0.084
C  1.5557  -0.3083  3.5366  -0.406
C  0.2035  -0.0068  3.2663  -0.127
H  0.2377  1.0194  2.7489  0.104
C  0.8703  1.8576  -0.6027  -0.177
C  1.4287  3.9948  -0.2130  -0.173
H  1.6286  4.8567  0.4474  0.094
C  0.7120  3.9446  -1.3698  -0.191
H  0.5527  4.7599  -2.0483  0.083
N  0.3336  2.6345  -1.6579  -0.048
C  -0.4851  2.3266  -2.7934  -0.127
C  -1.3592  3.3756  -3.1492  -0.193
C  -2.0710  3.2982  -4.3474  -0.015
H  -2.7755  4.0960  -4.5995  0.114
C  -1.9120  2.2080  -5.2029  -0.286
C  -2.7201  2.1719  -6.4627  -0.072
H  -2.9892  1.1525  -6.7435  0.073
H  -2.1722  2.6128  -7.3025  0.078
H  -3.6388  2.7525  -6.3426  0.072
C  -0.9801  1.2077  -4.8860  -0.007
H  -0.8385  0.3846  -5.5929  0.113
C  -0.2208  1.2660  -3.6948  -0.193
C  0.9049  0.3233  -3.3858  -0.050
H  1.8536  0.8741  -3.2651  0.096
H  1.0394  -0.4010  -4.2010  0.074
H  0.7490  -0.2401  -2.4490  0.039
C  -1.6047  4.5030  -2.1989  -0.074
H  -0.7477  5.1703  -1.9898  0.051
H  -1.9706  4.1344  -1.2357  0.084
H  -2.2840  5.2436  -2.6123  0.074
N  2.4697  -3.7496  3.9462  0.180
C  3.2455  -3.7433  2.7910  -0.483
O  4.4333  -3.9773  2.8159  0.059
C  2.5685  -3.3794  1.5013  -0.108
C  3.0954  -3.8463  0.2902  -0.001
C  2.5034  -3.4498  -0.9009  -0.049
C  1.4283  -2.5498  -0.8768  -0.107
N  1.1214  -1.8908  0.2649  0.062
C  1.5426  -2.4560  1.4223  -0.101
H  2.9238  -4.2034  4.7247  0.106
H  1.4630  -3.8938  3.9164  0.104
H  3.9421  -4.5229  0.3362  0.118
H  2.8667  -3.8160  -1.8553  0.099
H  0.8239  -2.3566  -1.7712  0.105
H  1.0526  -2.1352  2.3358  0.062

Atoms 1-3, force components in eV/Å:
-0.168 -0.611 0.074
0.531 -1.401 1.601
-2.200 -3.072 6.012

Computed properties:
Spin multiplicity: 5
Highest occupied orbital energy (spin up / spin down) (eV): -2.38 / -2.64
DFT total energy (Ha): -2818.688735
<S²>: 6.144
Gap between HOMO and LUMO (spin up / spin down) (eV): 4.88 / 5.15
Net charge: -1

---

What is the net charge in the second record? +4

---

Number 2 is which compound? C34H39IN5O6PW

---

Which of these has the lowest net charge? C34H39ClFeN10O5SeTe

---

The highest net charge belongs to which entry? C34H39IN5O6PW